(1)
Formula: C6H11N
Source: the OMol25 dataset
Level of theory: ωB97M-V/def2-TZVPD

ΔE to the lowest compared entry with this formula, charge and spin ... 336.51 kJ/mol
SMILES ... [H]/N=C1/C[C@]1(C)CC
2S+1 ... 1
E_LUMO ... 0.96 eV
Molar mass ... 97.16 g mol⁻¹

Structure (XYZ):
```
18
Properties=species:S:1:pos:R:3:nbo_charge:R:1
H -1.52 1.94 1.57 0.354
N -0.44 2.03 1.67 -0.616
C 0.14 1.03 1.25 0.370
C 1.35 0.32 0.88 -0.522
C 0.16 -0.48 0.24 -0.086
C -0.23 -1.70 1.05 -0.617
C -0.03 -0.37 -1.22 -0.417
C -0.71 0.89 -1.87 -0.600
H 2.16 0.80 0.41 0.235
H 1.85 -0.16 1.75 0.232
H 0.56 -2.47 0.91 0.196
H -1.18 -2.18 0.68 0.216
H -0.24 -1.63 2.10 0.221
H 1.06 -0.31 -1.70 0.191
H -0.51 -1.30 -1.61 0.214
H -1.73 1.17 -1.51 0.209
H -0.75 0.69 -2.97 0.214
H 0.05 1.75 -1.63 0.206
```

---

(2)
Formula: C25H39F2N2O10S
Source: the OMol25 dataset
Level of theory: ωB97M-V/def2-TZVPD

Net charge ... +1
2S+1 ... 1
E_LUMO ... -5.11 eV
Molar mass ... 597.65 g mol⁻¹

Structure (XYZ):
```
79
Properties=species:S:1:pos:R:3:lowdin_charge:R:1
C 2.32 -3.36 0.74 -0.104
C 2.89 -2.06 1.48 -0.221
C 1.78 -1.10 2.14 -0.309
C 2.55 0.00 3.07 -0.034
N 0.93 -0.34 1.16 0.004
C 1.30 -0.17 -0.25 0.138
C 0.42 0.63 -1.28 -0.030
N 0.74 0.80 -2.71 0.092
C 1.29 2.13 -3.03 -0.304
O 1.10 2.56 -4.20 0.155
F 1.98 2.94 -2.08 0.082
C 1.56 -0.30 -3.25 -0.309
O 1.16 -1.39 -3.69 0.171
F 2.99 -0.07 -3.25 0.050
C -0.90 1.31 -0.76 0.108
C -1.87 2.19 -1.68 -0.305
O -1.44 3.31 -2.12 0.084
O -3.20 1.77 -2.01 -0.044
C -4.12 2.90 -2.02 -0.165
C -5.64 2.53 -1.67 -0.149
C -5.83 1.28 -0.66 -0.159
C -6.46 1.84 0.74 -0.227
O -6.49 0.80 1.76 -0.222
C -6.05 1.29 3.05 -0.111
C -1.24 1.12 0.76 0.018
C -2.58 1.85 1.28 -0.054
C -2.16 3.53 1.38 -0.161
C -1.90 4.08 2.95 -0.001
O -3.19 4.42 2.05 -0.184
C -0.30 0.26 1.70 0.002
C -0.79 0.11 3.22 -0.082
C -2.10 -0.87 3.26 -0.226
O -2.64 -0.93 4.61 -0.092
H 3.23 -3.85 0.20 0.085
H 1.54 -3.12 -0.07 0.075
H 1.96 -4.15 1.50 0.092
H 3.55 -2.44 2.36 0.137
H 3.62 -1.45 0.81 0.123
H 1.11 -1.78 2.80 0.161
H 2.17 -0.16 4.16 0.094
H 2.31 1.06 2.69 0.103
H 3.67 -0.25 3.05 0.090
H 2.28 -0.61 -0.69 0.148
H -4.13 3.30 -3.11 0.150
H -3.82 3.79 -1.37 0.136
H -6.08 3.46 -1.12 0.124
H -6.28 2.39 -2.61 0.120
H -6.66 0.62 -1.11 0.127
H -4.89 0.65 -0.49 0.100
H -5.95 2.81 1.08 0.117
H -7.57 2.10 0.50 0.140
H -4.94 1.00 3.20 0.071
H -6.66 0.79 3.89 0.109
H -6.15 2.42 3.20 0.098
H -2.86 1.60 2.35 0.083
H -3.45 1.80 0.53 0.098
H -1.46 3.99 0.51 0.165
H -2.60 3.63 3.74 0.120
H -1.22 4.98 3.12 0.110
H -1.10 1.18 3.56 0.134
H 0.00 -0.24 3.96 0.110
H -2.95 -0.50 2.58 0.112
H -1.79 -1.91 2.85 0.139
H -3.19 -1.76 4.65 0.118
O 5.85 -3.07 -1.13 -0.310
S 6.71 -3.69 -2.10 0.605
O 7.97 -3.12 -2.49 -0.271
O 5.85 -4.01 -3.44 -0.261
C 5.18 -2.93 -4.08 -0.270
C 6.16 -2.03 -4.83 -0.071
C 7.00 -5.37 -1.61 -0.119
H 4.59 -2.35 -3.36 0.096
H 4.48 -3.37 -4.80 0.127
H 6.83 -1.52 -4.14 0.070
H 5.62 -1.27 -5.40 0.082
H 6.77 -2.62 -5.51 0.089
H 6.05 -5.83 -1.34 0.073
H 7.66 -5.35 -0.74 0.079
H 7.48 -5.90 -2.43 0.079
```

---

(3)
Formula: C8H12NO2
Source: the OMol25 dataset
Level of theory: ωB97M-V/def2-TZVPD

ΔE to the lowest compared entry with this formula, charge and spin ... 119.45 kJ/mol
SMILES ... C[NH+](C)[C@@]12C=CC=C[C@]1(O)O2
Net charge ... +1
2S+1 ... 1
E_LUMO ... -3.38 eV
Molar mass ... 154.19 g mol⁻¹

Structure (XYZ):
```
23
Properties=species:S:1:pos:R:3:nbo_charge:R:1
C 1.73 0.63 -1.22 -0.421
N 0.28 0.87 -1.10 -0.373
C -0.43 0.74 -2.39 -0.423
C -0.35 0.03 -0.06 0.329
C -0.15 -1.68 -0.10 -0.174
C -0.32 -2.29 1.06 -0.206
C -0.51 -1.60 2.32 -0.169
C -0.57 -0.27 2.45 -0.221
C -0.56 0.63 1.28 0.435
O -0.10 1.91 1.40 -0.705
O -1.60 0.47 0.32 -0.452
H 1.91 -0.36 -1.63 0.235
H 2.17 1.37 -1.88 0.243
H 2.20 0.69 -0.24 0.249
H 0.14 1.83 -0.74 0.467
H -0.26 -0.25 -2.80 0.231
H -1.49 0.88 -2.24 0.253
H -0.05 1.48 -3.09 0.241
H 0.05 -2.11 -1.06 0.223
H -0.27 -3.37 1.09 0.246
H -0.54 -2.22 3.20 0.241
H -0.62 0.20 3.42 0.238
H -0.64 2.42 2.02 0.511
```

---

(4)
Formula: C7H5ClO4
Source: the OMol25 dataset
Level of theory: ωB97M-V/def2-TZVPD

ΔE to the lowest compared entry with this formula, charge and spin ... 0.00 kJ/mol
SMILES ... O=C(OO)C1=CC=CC=C(Cl)O1
2S+1 ... 1
E_LUMO ... -0.62 eV
Molar mass ... 188.57 g mol⁻¹

Structure (XYZ):
```
17
Properties=species:S:1:pos:R:3:nbo_charge:R:1
O 1.38 1.63 2.56 -0.540
C 0.44 0.92 2.45 0.719
O -0.70 0.95 3.20 -0.260
O -0.56 1.55 4.47 -0.428
C 0.20 -0.07 1.33 0.180
C 0.93 0.04 0.17 -0.205
C 0.59 -0.61 -1.02 -0.253
C -0.66 -0.90 -1.47 -0.148
C -1.82 -0.59 -0.70 -0.330
C -1.89 -0.65 0.64 0.287
Cl -3.29 -0.24 1.52 0.040
O -0.84 -1.03 1.41 -0.502
H -1.46 1.85 4.85 0.487
H 1.91 0.53 0.35 0.262
H 1.33 -0.64 -1.84 0.223
H -0.90 -1.09 -2.59 0.228
H -2.73 -0.31 -1.34 0.240
```

---

| no. | DFT total energy (eV) |
| --- | --- |
| 1 | -7887.044 |
| 2 | -66263.392 |
| 3 | -14066.885 |
| 4 | -28047.227 |